# 1
A structure of composition C2H3Tl in a non-equilibrium geometry, computed with wB97M-V/def2-TZVPD.

```
6
C2H3Tl wB97M-V/def2-TZVPD
H -1.519 1.131 -0.185
Tl 1.297 1.294 0.486
H 1.461 -0.668 0.080
C -0.672 0.492 -0.422
H -0.328 -1.565 0.337
C -0.238 -0.685 -0.297
```

Output
**Gap between HOMO and LUMO (spin up / spin down)**: 7.348 / 6.314 eV
**LUMO level (spin up / spin down)**: -15.0 / -15.7 eV
**Net charge**: +2
**Energy above the lowest of the compared OMol25 structures with the same formula, charge and spin**: 55.3 kcal/mol

=====

# 2
A cluster of 2 separate species, C2H2Cl2S in total in a non-equilibrium geometry, computed with wB97M-V/def2-TZVPD.

```
7
C2H2Cl2S wB97M-V/def2-TZVPD
S -1.204 1.975 0.437
Cl 1.839 0.683 -0.737
H 0.484 -0.824 -1.624
Cl 1.097 -1.594 0.665
C -1.143 0.395 0.527
C 0.607 -0.514 -0.547
H -1.679 -0.121 1.279
```

Output
**Gap between HOMO and LUMO**: 7.892 eV
**LUMO level**: -0.6 eV
**Energy above the lowest of the compared OMol25 structures with the same formula, charge and spin**: 70.0 kcal/mol

=====

The highest energy above the lowest of the compared OMol25 structures with the same formula, charge and spin belongs to which entry?
C2H2Cl2S

=====

The lowest energy above the lowest of the compared OMol25 structures with the same formula, charge and spin belongs to which entry?
C2H3Tl

=====

Copy entry 2 word for word.
A cluster of 2 separate species, C2H2Cl2S in total in a non-equilibrium geometry, computed with wB97M-V/def2-TZVPD.

```
7
C2H2Cl2S wB97M-V/def2-TZVPD
S -1.204 1.975 0.437
Cl 1.839 0.683 -0.737
H 0.484 -0.824 -1.624
Cl 1.097 -1.594 0.665
C -1.143 0.395 0.527
C 0.607 -0.514 -0.547
H -1.679 -0.121 1.279
```

Output
**Gap between HOMO and LUMO**: 7.892 eV
**LUMO level**: -0.6 eV
**Energy above the lowest of the compared OMol25 structures with the same formula, charge and spin**: 70.0 kcal/mol